# 1
23
Properties=species:S:1:pos:R:3 method="wB97M-V/def2-TZVPD" total_energy_ev=-65948.15480 s_squared=0.75 relative_energy_kcal_mol=61.1 e_homo_ev="-14.56 / -14.56" multiplicity=2 charge=+2
C 3.41 2.86 -1.94
C 4.19 3.90 -2.24
H 2.50 2.47 -0.03
H 3.83 1.85 -1.81
H 4.46 4.13 -3.27
H 4.46 4.64 -1.48
H 2.69 2.95 -2.80
O -1.48 -2.93 -1.90
C -1.22 -1.70 -1.86
O -1.51 -0.93 -2.81
O -0.57 -1.25 -0.78
C -0.21 0.12 -0.75
C 0.47 0.38 0.58
C 0.78 1.76 0.89
C 2.06 2.27 1.16
Ga -2.13 -2.39 -3.52
H -1.11 0.75 -0.86
H 0.48 0.35 -1.58
H 1.32 -0.29 0.78
H -0.26 0.19 1.40
H -0.05 2.48 0.82
H 2.07 3.27 1.60
H 2.77 1.59 1.63

***

# 2
16
Properties=species:S:1:pos:R:3 method="wB97M-V/def2-TZVPD" total_energy_ev=-10338.35754 relative_energy_kcal_mol=100.7 e_homo_ev=-8.06
C -0.96 0.76 -0.08
C 1.40 0.14 0.07
C -1.87 1.73 -0.03
C 2.88 0.01 0.01
C -1.61 -1.66 -0.10
N 0.66 -0.87 0.43
N -0.70 -0.47 0.19
O 0.91 1.26 -0.33
H -1.84 2.73 -0.41
H -2.87 1.67 0.61
H 3.17 0.98 -0.20
H 2.97 -0.63 -0.79
H 3.15 -0.23 1.00
H -1.03 -2.27 -0.74
H -1.79 -1.97 0.95
H -2.47 -1.18 -0.59

***

# 3
13
Properties=species:S:1:pos:R:3 method="wB97M-V/def2-TZVPD" total_energy_ev=-7794.81193 smiles="C=NOC1CC1" relative_energy_kcal_mol=111.4 e_homo_ev=-8.98
C 2.62 0.01 0.17
N 1.50 -0.08 -0.48
O 0.49 0.01 0.44
C -0.73 -0.17 -0.38
C -1.82 0.77 -0.01
C -2.03 -0.67 0.19
H 2.61 0.44 1.12
H 3.40 -0.17 -0.52
H -0.30 -0.09 -1.41
H -1.47 1.29 0.85
H -2.28 1.52 -0.74
H -2.64 -1.15 -0.57
H -1.91 -1.00 1.25